No. 1
A single C5H10N3 molecule, computed with ωB97M-V/def2-TZVPD.

E_HOMO (spin up / spin down) = -8.1 / -8.0 eV
expectation value of S² = 0.76
electronic energy = -360.3954 Ha
molecular weight = 112.16 g mol⁻¹

ORCA input file:
```
! wB97M-V def2-TZVPD RIJCOSX def2/J DEFGRID3
* xyz 0 2
C 0.12921 0.84821 1.23124
C -1.11749 0.36782 0.37901
C -0.14303 -0.70839 0.24145
C -0.06841 -0.33933 -2.35153
N 0.70793 0.59938 -1.88405
C 1.00100 -0.47202 -0.86689
N -0.10493 -1.96440 0.46660
N -0.40114 1.55084 2.44939
H 0.37787 0.38414 2.28784
H 0.22109 2.35220 2.60399
H -1.47759 0.81421 -0.53357
H -1.94763 0.15489 1.04119
H 0.42219 -1.01975 -3.05125
H 1.41612 -1.45824 -1.10356
H 1.78689 -0.09780 -0.20590
H -1.16354 -0.25318 -2.45887
H -0.49945 -2.31129 1.34065
H 0.79724 1.49950 0.68352
*
```

No. 2
Cl10K6O40 as an isolated structure, computed with ωB97M-V/def2-TZVPD.

E_HOMO = -0.3 eV
electronic energy = -11208.6984 Ha
molecular weight = 1229.08 g mol⁻¹

ORCA input file:
```
! wB97M-V def2-TZVPD RIJCOSX def2/J DEFGRID3
* xyz -4 1
K 3.61299 1.76678 2.80268
K 4.02687 -0.06775 -1.70435
K -1.86325 -1.41306 -2.83332
K -2.75652 0.22486 1.52421
K 0.91263 -3.68443 1.96353
K 0.47065 4.15052 -0.45234
Cl -1.52724 -2.40411 5.08610
O -0.89241 -3.41478 5.91146
O -1.60743 -1.01436 5.53410
O -0.78458 -2.36930 3.99014
O -2.77676 -2.72840 4.42129
Cl -0.24897 2.53495 -3.97658
O -0.43655 3.89880 -4.23552
O -1.45381 1.91413 -3.43325
O -0.00780 1.89925 -5.21992
O 0.74236 2.68304 -3.00898
Cl -0.93337 3.17569 3.99747
O 0.19965 2.24441 3.87612
O -2.07250 2.75112 3.19123
O -1.15250 3.55404 5.29617
O -0.34310 4.28203 3.22101
Cl 4.82248 -1.61631 1.69579
O 5.22024 -0.19167 1.20081
O 3.66558 -1.59048 2.54495
O 4.25468 -2.10729 0.49464
O 5.93828 -2.50397 2.14800
Cl 0.67720 -0.27298 -0.55626
O 1.18059 -0.25854 -1.97561
O 0.58319 -1.50025 0.22593
O 1.84065 0.50676 0.00701
O -0.59722 0.49250 -0.50567
Cl -5.40653 0.19558 -2.33506
O -5.79815 -0.27278 -3.59136
O -5.50113 -0.98478 -1.56812
O -4.12159 0.71689 -2.39472
O -6.54284 1.14563 -2.15330
Cl 3.01886 -6.29355 -0.47349
O 2.35450 -5.03813 -0.57635
O 2.21088 -7.34687 -0.88158
O 4.10907 -6.44736 -1.48476
O 3.65779 -6.46925 0.73187
Cl 4.76618 4.07010 -2.12402
O 4.04598 3.15109 -1.24372
O 6.15801 4.13954 -1.82013
O 4.53093 3.94771 -3.54608
O 4.38513 5.50638 -1.74278
Cl -3.92056 4.30257 -0.94652
O -3.80071 4.05116 -2.35686
O -5.03437 3.66899 -0.25957
O -2.73458 3.80385 -0.23368
O -4.03917 5.65926 -0.77838
Cl -2.17037 -4.14308 -0.23232
O -1.11856 -4.16002 -1.26970
O -3.34618 -4.62071 -0.92499
O -2.04512 -4.81079 1.04340
O -2.35140 -2.71288 -0.06884
*
```

No. 3
C10H12O2 as an isolated structure, computed with ωB97M-V/def2-TZVPD.

E_HOMO = -8.5 eV
electronic energy = -538.4362 Ha
molecular weight = 164.20 g mol⁻¹

ORCA input file:
```
! wB97M-V def2-TZVPD RIJCOSX def2/J DEFGRID3
* xyz 0 1
C -0.00310 1.48171 -0.24328
C -0.05368 0.15857 -0.20984
C -1.44247 1.74829 -0.08793
C 1.46975 1.76592 -0.10813
C -2.42627 -0.67984 0.76235
C 2.48449 -0.56803 0.79443
C -3.00431 -1.40282 -0.48116
C 2.79449 -1.43087 -0.41781
C -1.62031 0.15667 -0.24322
C 1.75373 0.27770 -0.24404
O -2.33022 -0.48129 -1.34677
O 2.38617 -0.34831 -1.29347
H -1.62716 2.04459 1.08526
H -1.86893 2.40464 -0.81901
H 2.03710 2.30569 -0.94234
H 1.61055 2.26626 0.80151
H -2.95543 0.05083 1.37805
H -1.75196 -1.33531 1.52699
H 2.01470 -1.09991 1.57999
H 3.23011 0.13012 1.22717
H -2.81038 -2.40557 -0.52936
H -4.02261 -1.19943 -0.69194
H 3.88747 -1.59618 -0.75938
H 2.24829 -2.24345 -0.73805
*
```

No. 4
A single C2H4N2OS2 molecule, computed with ωB97M-V/def2-TZVPD.

E_HOMO (spin up / spin down) = -8.5 / -9.2 eV
electronic energy = -1059.6127 Ha
molecular weight = 136.20 g mol⁻¹

ORCA input file:
```
! wB97M-V def2-TZVPD RIJCOSX def2/J DEFGRID3
* xyz 0 1
C 0.27797 0.12705 0.17817
C 1.24517 1.30258 0.34955
N -0.92228 0.45187 -0.25864
N -0.14875 -2.44046 0.05893
O -2.89765 0.41940 -1.73212
S 0.95090 -1.42435 0.51811
S -2.20276 -0.35082 -0.73888
H 1.57112 1.42241 1.39957
H 0.88898 2.13090 -0.23935
H 2.19603 0.94554 -0.12149
H -0.95873 -2.58413 0.58616
*
```

No. 5
A 3-piece molecular cluster, C11H25FN3O2S overall, computed with ωB97M-V/def2-TZVPD.

E_HOMO = -11.3 eV
electronic energy = -1246.7099 Ha
molecular weight = 282.40 g mol⁻¹

ORCA input file:
```
! wB97M-V def2-TZVPD RIJCOSX def2/J DEFGRID3
* xyz 1 1
F -0.43341 -2.64208 -0.85781
C -0.42997 -2.20823 -2.16611
C -0.46906 -3.42292 -3.08438
C -1.78027 -4.18163 -2.90129
N -2.94239 -3.28742 -3.19976
C -2.91447 -2.17548 -2.21250
C -1.67186 -1.33608 -2.40088
S -1.54107 -0.49031 -4.00434
H 0.43631 -1.60122 -2.40834
H 0.30474 -4.13873 -2.84072
H -0.32509 -3.13640 -4.11805
H -1.84360 -4.46287 -1.85951
H -1.76701 -5.06674 -3.52263
H -3.81219 -3.82061 -3.16886
H -2.84615 -2.94067 -4.15718
H -3.82647 -1.59847 -2.23265
H -2.86625 -2.61563 -1.22431
H -1.71903 -0.53640 -1.67157
H -1.96693 -1.39291 -4.90924
C 0.23376 1.37021 -0.11762
O -0.66956 0.79220 -0.72553
N 1.32154 1.87024 -0.70412
C 2.36801 2.55227 0.04416
C 1.46441 1.73192 -2.14362
H 0.20764 1.52478 0.96632
H 2.47205 3.57282 -0.32909
H 3.31352 2.02350 -0.09434
H 2.12959 2.58894 1.11104
H 0.62900 2.21511 -2.65204
H 1.46702 0.67608 -2.42093
H 2.39603 2.18948 -2.46344
C 1.24119 3.04070 3.89560
O 1.02229 2.49259 2.82222
N 1.25854 2.41655 5.07665
C 1.52477 3.12185 6.31823
C 1.00181 0.98531 5.11485
H 1.44569 4.12006 3.96979
H 2.41044 2.70557 6.80011
H 0.67318 3.02230 6.99257
H 1.69519 4.17732 6.12021
H 1.74223 0.45812 4.51304
H 0.01428 0.77349 4.70470
H 1.05151 0.63338 6.14133
*
```

No. 6
A 2-piece molecular cluster, C5H6ClF3N2O2S overall, computed with ωB97M-V/def2-TZVPD.

E_HOMO = -10.3 eV
electronic energy = -1612.0583 Ha
molecular weight = 250.63 g mol⁻¹

ORCA input file:
```
! wB97M-V def2-TZVPD RIJCOSX def2/J DEFGRID3
* xyz 0 1
C -1.22335 -2.01267 -0.42336
C -0.11952 -1.91736 -1.29367
C -1.21897 -0.80395 0.30038
C 1.60754 -0.27638 -1.62296
C -2.21041 -0.27241 1.31753
N -0.13481 -0.05947 -0.02440
N 0.55082 -0.78725 -0.94542
O 1.22796 1.67516 1.71917
O 1.34278 4.01845 2.11687
F -3.41542 -0.29913 0.85619
F -2.15570 -1.22534 2.34267
F -1.89777 0.96578 1.85215
S 0.74622 3.11411 1.14794
Cl 2.23884 3.10100 -0.40046
H -1.93909 -2.82696 -0.28987
H 0.09697 -2.60788 -2.09261
H 1.24904 0.23011 -2.57272
H 2.28872 0.30403 -1.09311
H 2.01010 -1.16028 -2.23011
H 0.95605 0.84045 1.33579
*
```

No. 7
A 2-piece molecular cluster, C5H14S overall, computed with ωB97M-V/def2-TZVPD.

E_HOMO = -8.3 eV
SMILES string = CCSC.CC
electronic energy = -597.0569 Ha
molecular weight = 106.23 g mol⁻¹

ORCA input file:
```
! wB97M-V def2-TZVPD RIJCOSX def2/J DEFGRID3
* xyz 0 1
C 1.35014 -0.34160 2.14362
C 0.49049 -1.06782 1.15126
S 1.09109 -1.12027 -0.60605
C 2.26376 0.26486 -0.73119
H 1.02641 -0.59371 3.15873
H 1.22700 0.74758 2.15117
H 2.42487 -0.50241 2.08643
H 0.42404 -2.12958 1.38957
H -0.53966 -0.72401 1.13757
H 2.36801 0.87229 0.16171
H 3.21665 -0.13336 -1.06790
H 1.91332 0.91589 -1.53400
C -2.50567 0.88271 -0.80007
C -3.51722 1.99458 -0.57150
H -1.62183 1.12018 -1.39462
H -2.11843 0.45904 0.12805
H -3.00108 0.06927 -1.33786
H -3.03987 2.96208 -0.37496
H -4.17426 1.76594 0.26015
H -3.98572 2.21269 -1.53584
*
```

No. 8
A single C4H4OS3 molecule, computed with ωB97M-V/def2-TZVPD.

E_HOMO = -9.1 eV
SMILES string = CC(=S)C(=O)C(=S)S
electronic energy = -1424.5652 Ha
molecular weight = 164.28 g mol⁻¹

ORCA input file:
```
! wB97M-V def2-TZVPD RIJCOSX def2/J DEFGRID3
* xyz 0 1
C 1.83531 -0.18174 0.89959
C 0.98115 -0.00194 -0.33842
S 1.63474 0.57643 -1.67919
C -0.39559 -0.53868 -0.30232
O -0.60065 -1.74988 -0.24845
C -1.52770 0.44772 -0.32054
S -1.42244 2.01839 -0.03629
S -2.95946 -0.46125 -0.85440
H 1.82342 -1.19341 1.32260
H 2.90175 0.03075 0.56818
H 1.54080 0.48406 1.75114
H -3.81132 0.56956 -0.76191
*
```